This record from OMol25 describes a cluster of 14 separate species, C26H80N4O20 in total. The level of theory is ωB97M-V with the def2-TZVPD basis set.

Computed properties:
E: -2762.3588 a.u.
multiplicity: 1

Geometry (Å):
C1 3.408 0.757 2.513
O1 3.439 -0.344 3.047
N1 2.617 0.949 1.394
N2 4.236 1.748 2.844
H1 2.576 1.854 0.925
H2 1.781 0.355 1.450
H3 4.148 2.733 2.638
H4 5.049 1.436 3.367
C2 -1.773 4.927 1.178
O2 -0.852 5.408 1.838
N3 -2.152 5.432 -0.006
N4 -2.568 3.941 1.643
H5 -2.804 4.989 -0.632
H6 -1.595 6.205 -0.259
H7 -2.885 3.244 1.008
H8 -2.036 3.555 2.430
C3 -0.251 0.957 -5.260
C4 0.851 1.100 -4.187
O3 0.445 0.602 -2.923
H9 -1.044 1.692 -5.066
H10 -0.706 -0.026 -5.268
H11 0.116 1.192 -6.245
H12 1.170 2.164 -4.010
H13 1.718 0.533 -4.521
H14 1.232 0.382 -2.424
C5 1.301 4.828 -0.736
C6 2.136 5.040 0.564
O4 3.227 4.081 0.715
H15 0.965 3.811 -0.674
H16 1.919 4.981 -1.621
H17 0.445 5.447 -0.778
H18 1.525 4.903 1.458
H19 2.572 6.065 0.602
H20 3.961 4.337 0.116
C7 -0.045 -3.788 -3.319
C8 -0.206 -2.390 -3.827
O5 0.820 -2.085 -4.748
H21 -0.154 -4.472 -4.150
H22 -0.894 -4.074 -2.686
H23 0.854 -3.940 -2.716
H24 -0.233 -1.750 -2.979
H25 -1.172 -2.344 -4.317
H26 1.642 -1.866 -4.306
C9 -4.053 0.760 1.690
C10 -4.206 -0.725 1.993
O6 -5.274 -1.157 1.199
H27 -4.812 1.435 2.078
H28 -4.010 0.939 0.603
H29 -3.094 1.054 2.217
H30 -4.247 -0.868 3.104
H31 -3.313 -1.315 1.749
H32 -5.440 -2.076 1.522
C11 4.787 -3.511 1.297
C12 5.806 -2.374 1.432
O7 6.712 -2.316 0.421
H33 4.119 -3.509 0.428
H34 4.268 -3.512 2.282
H35 5.394 -4.438 1.278
H36 6.373 -2.426 2.412
H37 5.226 -1.454 1.436
H38 7.079 -3.134 0.140
C13 1.408 -5.624 1.734
C14 0.757 -5.235 0.391
O8 1.675 -4.721 -0.584
H39 1.804 -4.765 2.248
H40 2.277 -6.268 1.556
H41 0.684 -6.129 2.381
H42 -0.041 -4.497 0.512
H43 0.279 -6.082 -0.063
H44 2.095 -5.550 -0.880
C15 0.778 -2.030 4.223
C16 -0.695 -1.671 4.637
O9 -1.339 -2.882 5.063
O10 0.678 -2.901 3.113
H45 1.309 -2.532 5.063
H46 1.322 -1.128 3.904
H47 -1.189 -1.458 3.652
H48 -0.672 -0.916 5.393
H49 -1.349 -2.892 6.007
H50 0.032 -3.611 3.287
C17 -4.368 -1.102 -1.932
C18 -3.994 -1.379 -3.418
O11 -3.450 -2.680 -3.416
O12 -3.230 -1.372 -1.165
H51 -5.122 -1.806 -1.576
H52 -4.642 -0.113 -1.778
H53 -3.380 -0.702 -3.970
H54 -4.862 -1.449 -4.083
H55 -2.644 -2.560 -2.908
H56 -2.822 -0.514 -0.991
C19 3.762 -1.924 -2.127
C20 2.572 -1.496 -1.265
O13 2.373 -0.099 -1.181
O14 3.589 -1.641 -3.519
H57 3.764 -3.017 -2.034
H58 4.668 -1.494 -1.744
H59 2.752 -1.930 -0.303
H60 1.690 -1.882 -1.752
H61 2.695 0.326 -0.341
H62 3.704 -0.682 -3.482
C21 -0.694 -0.636 0.295
C22 -0.797 0.781 -0.159
O15 -1.677 0.929 -1.217
O16 0.337 -0.742 1.223
H63 -0.454 -1.274 -0.597
H64 -1.624 -0.955 0.672
H65 0.241 1.074 -0.254
H66 -1.217 1.475 0.587
H67 -1.161 0.836 -2.020
H68 0.341 -1.585 1.664
C23 -4.911 2.885 -1.809
C24 -4.585 2.961 -3.274
O17 -3.391 2.176 -3.627
O18 -3.757 3.019 -1.023
H69 -5.359 1.893 -1.542
H70 -5.594 3.683 -1.576
H71 -4.253 3.954 -3.446
H72 -5.347 2.817 -4.003
H73 -3.791 1.307 -3.880
H74 -3.140 2.315 -1.270
C25 0.626 1.849 4.001
C26 0.904 3.201 3.339
O19 0.078 4.125 4.151
O20 -0.780 1.671 3.861
H75 0.910 1.783 5.058
H76 1.040 0.995 3.431
H77 0.476 3.138 2.348
H78 1.960 3.456 3.345
H79 -0.186 4.826 3.557
H80 -1.162 2.502 4.157

---

This record from OMol25 describes a cluster of 13 separate species, C26H82N4O13 in total. The level of theory is ωB97M-V with the def2-TZVPD basis set.

Computed properties:
E: -2236.8090 a.u.
multiplicity: 1
energy relative to the best compared isomer or geometry (same formula, charge and spin): 4.1 kcal/mol

Geometry (Å):
O1 -14.790 -22.104 -0.255
H1 -14.098 -21.839 -0.870
H2 -15.620 -21.850 -0.703
O2 -7.955 -18.973 -3.620
H3 -8.529 -19.618 -3.172
H4 -7.097 -19.083 -3.200
O3 -8.888 -19.661 0.793
H5 -8.789 -18.792 1.202
H6 -9.218 -20.230 1.503
O4 -6.501 -20.791 -0.043
H7 -7.403 -20.494 0.211
H8 -5.913 -20.364 0.589
C1 -13.197 -16.214 -4.487
C2 -13.429 -15.355 -5.728
O5 -12.511 -15.661 -6.778
H9 -13.770 -17.141 -4.501
H10 -13.594 -15.615 -3.660
H11 -12.149 -16.444 -4.297
H12 -13.417 -14.281 -5.523
H13 -14.412 -15.587 -6.143
H14 -11.624 -15.511 -6.431
C3 -13.608 -24.703 -2.298
C4 -13.032 -24.392 -3.678
O6 -13.693 -25.119 -4.714
H15 -13.209 -23.942 -1.622
H16 -13.339 -25.694 -1.934
H17 -14.689 -24.580 -2.266
H18 -11.952 -24.545 -3.767
H19 -13.232 -23.359 -3.964
H20 -13.588 -26.071 -4.624
C5 -12.209 -22.352 -7.130
C6 -11.534 -23.690 -7.300
O7 -12.470 -24.751 -7.175
H21 -12.999 -22.197 -7.866
H22 -11.501 -21.551 -7.385
H23 -12.537 -22.135 -6.115
H24 -10.769 -23.845 -6.528
H25 -11.016 -23.766 -8.256
H26 -13.080 -24.584 -6.436
C7 -10.431 -18.046 -7.594
C8 -9.900 -18.359 -6.184
O8 -8.741 -17.593 -5.934
H27 -11.285 -18.654 -7.891
H28 -9.634 -18.325 -8.286
H29 -10.661 -16.984 -7.663
H30 -9.706 -19.438 -6.197
H31 -10.665 -18.146 -5.430
H32 -8.458 -17.852 -5.035
C9 -16.117 -17.526 -0.308
C10 -15.551 -16.879 0.943
O9 -15.894 -17.586 2.122
H33 -15.612 -17.111 -1.186
H34 -17.174 -17.295 -0.465
H35 -16.007 -18.610 -0.315
H36 -15.902 -15.840 0.983
H37 -14.464 -16.813 0.918
H38 -16.849 -17.678 2.180
C11 -8.965 -25.317 -2.783
C12 -9.860 -25.020 -1.600
C13 -9.902 -26.208 -0.641
O10 -10.463 -27.311 -1.306
C14 -10.440 -28.497 -0.542
N1 -9.235 -23.821 -0.997
H39 -9.302 -26.246 -3.254
H40 -7.926 -25.499 -2.504
H41 -8.997 -24.561 -3.567
H42 -10.857 -24.749 -1.943
H43 -10.493 -25.945 0.253
H44 -8.933 -26.438 -0.178
H45 -11.073 -29.206 -1.073
H46 -10.832 -28.258 0.455
H47 -9.450 -28.950 -0.416
H48 -8.263 -24.014 -0.743
H49 -9.596 -23.694 -0.044
C15 -10.750 -21.426 -3.826
C16 -10.494 -20.645 -2.552
C17 -11.644 -20.830 -1.534
O11 -12.835 -20.194 -1.901
C18 -12.875 -18.806 -1.745
N2 -9.225 -21.026 -1.930
H50 -10.542 -22.494 -3.772
H51 -10.128 -21.013 -4.631
H52 -11.699 -21.167 -4.301
H53 -10.453 -19.583 -2.815
H54 -11.308 -20.545 -0.528
H55 -11.803 -21.912 -1.461
H56 -13.761 -18.396 -2.232
H57 -12.053 -18.217 -2.174
H58 -12.871 -18.587 -0.669
H59 -9.177 -22.049 -1.792
H60 -9.241 -20.746 -0.948
C19 -15.615 -21.028 -3.863
C20 -16.357 -20.453 -2.652
C21 -17.285 -19.336 -3.103
O12 -16.576 -18.358 -3.801
C22 -17.385 -17.334 -4.329
N3 -17.028 -21.583 -1.989
H61 -16.269 -21.354 -4.677
H62 -14.933 -21.860 -3.678
H63 -14.961 -20.259 -4.282
H64 -15.572 -20.057 -2.003
H65 -17.847 -18.931 -2.247
H66 -18.072 -19.794 -3.725
H67 -18.048 -16.914 -3.565
H68 -18.006 -17.675 -5.162
H69 -16.731 -16.535 -4.672
H70 -17.786 -21.209 -1.417
H71 -17.481 -22.126 -2.717
C23 -6.819 -23.814 -5.434
C24 -6.300 -22.415 -5.023
C25 -6.921 -21.303 -5.889
O13 -6.734 -21.615 -7.258
C26 -7.549 -20.851 -8.089
N4 -6.505 -22.247 -3.600
H72 -7.884 -23.869 -5.678
H73 -6.676 -24.489 -4.589
H74 -6.297 -24.243 -6.289
H75 -5.237 -22.364 -5.276
H76 -6.417 -20.367 -5.631
H77 -7.999 -21.270 -5.688
H78 -7.134 -20.721 -9.090
H79 -7.774 -19.827 -7.766
H80 -8.543 -21.297 -8.244
H81 -7.480 -22.224 -3.314
H82 -6.151 -21.316 -3.390

---

In order of appearance, HOMO energy = -9.59; -8.80 eV.